{
  "formula": "C4H9N2",
  "method": "ωB97M-V/def2-TZVPD",
  "homo_energy_ha": -0.5318,
  "smiles": "C/C=[NH+]\\C=N\\C",
  "relative_energy_kcal_mol": 71.9,
  "charge": 1,
  "spin_multiplicity": 1,
  "mol_weight_g_mol": 85.1,
  "total_energy_ev": -7265.0217,
  "e_lumo_ev": -5.4,
  "elements": ["N", "N", "C", "C", "C", "C", "H", "H", "H", "H", "H", "H", "H", "H", "H"],
  "positions_angstrom": [[-1.600113, 0.496839, 0.027797], [0.617248, 1.043395, 0.075702], [2.304314, -0.652515, -0.096060], [-2.782010, -0.185742, 0.029237], [1.876754, 0.775428, 0.103318], [-0.403297, 0.117309, -0.191933], [-0.227657, -0.855781, -0.463899], [2.427229, 1.680698, 0.268163], [-3.407203, 0.370217, 0.612725], [-2.829161, -1.182923, 0.302798], [0.069262, 1.852249, 0.286751], [3.398674, -0.647141, -0.365463], [2.099548, -1.131146, 0.916834], [-3.296526, -0.319904, -0.897581], [1.752942, -1.360979, -0.608386]],
  "forces_ev_per_a": [[4.5, 2.1, -0.3], [-0.7, -1.4, -0.6], [2.8, 1.6, 2.8], [-1.0, -0.9, -1.4], [-2.0, -0.6, -0.8], [-3.9, 0.3, 0.9], [1.2, -2.2, -0.7], [1.2, -0.2, 0.3], [-2.1, 1.2, 1.6], [0.8, -2.2, 1.3], [0.6, 1.8, 0.4], [-1.2, -0.5, 0.5], [1.0, 0.7, -0.5], [0.0, 0.8, -1.4], [-1.3, -0.5, -2.1]]
}